Below is C12H32FO4Rb2 as an isolated structure in a non-equilibrium geometry, with properties calculated with ωB97M-V with the def2-TZVPD basis set.

Computed properties:
- calculated total energy (eV) = -25158.7177
- spin multiplicity = 1
- energy above the lowest of the compared OMol25 structures with the same formula, charge and spin (kcal/mol) = 466.44
- highest occupied orbital energy (Eh) = -0.4304
- net charge = +1

```
51
C12H32FO4Rb2, DFT ωB97M-V with the def2-TZVPD basis set
Rb 1.53465 1.39381 -1.42126
Rb 2.57283 0.78379 1.61372
F 0.85485 0.12301 0.33479
C 0.86714 -2.65913 -0.71325
C 1.75281 -2.56720 0.56558
C 2.95076 -3.41097 0.29276
O 2.02715 -1.26097 0.97824
H -0.11700 -2.21259 -0.57123
H 0.65116 -3.64494 -1.12513
H 1.37992 -2.03999 -1.44934
H 1.13971 -2.99064 1.36115
H 2.66220 -4.43500 0.05570
H 3.48969 -3.48874 1.23702
H 3.61013 -2.93641 -0.43395
H 1.28015 -0.68127 0.81234
C 0.70364 2.51732 1.44047
C -0.30312 2.74006 0.28546
C -1.34925 3.80726 0.65860
O 0.45303 3.05038 -0.86074
H 1.43669 3.29539 1.65341
H 1.33975 1.71918 1.05779
H 0.24516 2.13978 2.35445
H -0.76056 1.77585 0.06368
H -2.15048 3.40666 1.27960
H -1.88234 4.10246 -0.24515
H -0.79355 4.59707 1.16406
H 1.00200 3.79789 -0.61282
C -1.38608 -1.47034 1.66754
C -1.79226 -0.01299 1.24304
C -1.23410 0.96885 2.28811
O -1.16830 0.20901 0.04193
H -1.80173 -1.83590 2.60653
H -0.29746 -1.47959 1.72138
H -1.68672 -2.18074 0.89745
H -2.86235 0.10405 1.07181
H -1.44362 2.00458 2.02078
H -0.17349 0.83810 2.50279
H -1.75235 0.75768 3.22347
H -0.21328 0.14580 0.11646
C -1.38329 0.67891 -2.05246
C -0.76021 -0.68501 -2.07373
C -0.44481 -1.29279 -3.48368
O 0.54267 -0.54135 -1.55398
H -2.35609 0.54455 -2.52544
H -0.80304 1.42434 -2.59629
H -1.65455 1.06548 -1.07007
H -1.30764 -1.47951 -1.56658
H 0.23422 -2.13716 -3.36514
H -0.00921 -0.64985 -4.24852
H -1.34404 -1.60785 -4.01304
H 0.50061 -0.29034 -0.62832
```

---

Below is C12H32FO4Zn as an isolated structure in a non-equilibrium geometry, with properties calculated with ωB97M-V with the def2-TZVPD basis set.

Computed properties:
- calculated total energy (eV) = -72283.0662
- spin multiplicity = 1
- energy above the lowest of the compared OMol25 structures with the same formula, charge and spin (kcal/mol) = 0.00
- highest occupied orbital energy (Eh) = -0.4440
- net charge = +1

```
50
C12H32FO4Zn, DFT ωB97M-V with the def2-TZVPD basis set
Zn -1.85597 -1.08132 0.43167
F -0.39120 -0.17295 -0.05386
C 1.62801 -1.67337 2.21501
C 2.61451 -0.83970 1.42639
C 3.03070 -1.51642 0.15072
O 2.04047 0.44611 1.14330
H 0.73832 -1.82041 1.61014
H 1.41529 -1.15258 3.15028
H 2.06547 -2.63514 2.49481
H 3.49200 -0.62699 2.03636
H 3.72052 -0.89507 -0.41770
H 2.16079 -1.75407 -0.47057
H 3.53663 -2.46255 0.36841
H 1.20506 0.29882 0.67697
C -1.05092 1.90021 2.72423
C -1.68959 0.53472 2.86971
C -2.45188 0.35779 4.15266
O -2.53530 0.22189 1.70606
H -0.56399 2.03512 1.76032
H -0.35265 2.04696 3.54321
H -1.82015 2.68158 2.79059
H -0.86289 -0.18638 2.85769
H -3.19710 1.14970 4.26437
H -1.76414 0.42134 4.99144
H -2.95149 -0.61145 4.17450
H -3.27730 0.83836 1.65890
C -1.96343 -1.15802 -2.79581
C -1.51587 -2.50271 -2.29694
C -0.07063 -2.80606 -2.58417
O -1.74049 -2.56747 -0.81404
H -1.96453 -1.19200 -3.88755
H -1.26935 -0.37113 -2.49413
H -2.99031 -0.91155 -2.51635
H -2.15945 -3.27558 -2.72165
H 0.23069 -3.72187 -2.07341
H 0.55965 -1.98883 -2.22964
H 0.07786 -2.92832 -3.65433
H -1.99253 -3.46641 -0.57224
C 0.97126 3.95782 -2.23548
C 0.51250 2.53262 -2.07290
C 1.69453 1.57183 -2.05849
O -0.22176 2.47704 -0.83671
H 1.73837 4.18143 -1.48753
H 0.14336 4.64756 -2.08080
H 1.43311 4.12806 -3.20752
H -0.17920 2.28301 -2.89191
H 1.42227 0.51335 -2.09316
H 2.31637 1.78048 -1.18587
H 2.31028 1.74128 -2.94810
H -0.22589 1.57126 -0.51687
```

---

Below is C12H32MnNO6 as an isolated structure in a non-equilibrium geometry, with properties calculated with ωB97M-V with the def2-TZVPD basis set.

Computed properties:
- calculated total energy (eV) = -58057.2575
- spin multiplicity = 6
- energy above the lowest of the compared OMol25 structures with the same formula, charge and spin (kcal/mol) = 24.71
- highest occupied orbital energy (spin up / spin down) (Eh) = -0.1146 / -0.1218
- net charge = -1

```
52
C12H32MnNO6, DFT ωB97M-V with the def2-TZVPD basis set
Mn 11.37493 0.26083 19.07806
C 12.82661 -2.92355 17.23046
C 11.32973 -2.64500 17.13010
O 10.92732 -1.54780 17.89999
H 13.49160 -2.08959 17.00387
H 13.07837 -3.81686 16.63926
H 13.07918 -3.24045 18.25024
H 10.74422 -3.44223 17.61663
H 11.00832 -2.56437 16.07878
C 8.52317 1.13081 21.40887
C 8.30901 1.30350 19.87773
O 9.01285 0.48138 19.02578
H 7.69395 1.70590 21.85152
H 9.39861 1.66661 21.77057
H 8.42338 0.10360 21.76836
H 8.52850 2.37741 19.71562
H 7.24528 1.09009 19.67172
C 10.93388 3.96316 20.70102
C 12.17769 3.03344 20.68533
O 11.93923 1.70122 20.58414
H 11.17558 5.00845 20.92405
H 10.15612 3.71730 21.43002
H 10.36660 3.90051 19.76501
H 12.72053 3.33989 21.60146
H 12.82444 3.43541 19.87568
C 12.13190 -2.44736 22.40414
C 11.18600 -2.41868 21.22146
O 11.01205 -1.12684 20.66130
O 11.59530 -1.92516 23.59592
H 13.09322 -2.01674 22.11307
H 12.36075 -3.50640 22.57204
H 10.21136 -2.84684 21.46174
H 11.61263 -3.02117 20.41663
H 10.45764 -0.57543 21.23629
H 11.47858 -0.97312 23.48742
C 13.90815 2.18278 16.19555
C 13.24546 1.07937 17.04919
C 14.13637 0.74489 18.24196
O 13.52425 -0.27284 18.98817
C 14.35857 -0.87719 19.95342
N 11.87070 1.48717 17.41333
H 13.53292 2.25542 15.17570
H 14.99380 2.04718 16.09939
H 13.86899 3.17135 16.66439
H 13.16301 0.16899 16.45011
H 14.26773 1.68987 18.78947
H 15.10918 0.47528 17.81941
H 14.25067 -1.95822 20.00605
H 14.24314 -0.37000 20.91367
H 15.39771 -0.71701 19.63480
H 11.35116 1.50757 16.53848
H 11.95050 2.48381 17.62638
```

---

Below is a 4-piece molecular cluster, C12H32O12S4 overall in a non-equilibrium geometry, with properties calculated with ωB97M-V with the def2-TZVPD basis set.

Computed properties:
- calculated total energy (eV) = -80868.9564
- spin multiplicity = 1
- SMILES = CCOS(C)(=O)=O.CCOS(C)(=O)=O.CCOS(C)(=O)=O.CCOS(C)(=O)=O
- energy above the lowest of the compared OMol25 structures with the same formula, charge and spin (kcal/mol) = 76.78
- highest occupied orbital energy (Eh) = -0.3938

```
60
C12H32O12S4, DFT ωB97M-V with the def2-TZVPD basis set
O -8.19398 -17.77508 20.17991
S -8.59360 -19.11239 19.81424
O -8.99152 -20.22149 20.75734
O -9.78132 -18.99004 18.62724
C -10.98233 -18.32114 19.15277
C -11.19121 -16.97856 18.53225
C -7.33711 -19.69149 18.55300
H -10.90875 -18.29822 20.24004
H -11.81630 -18.97267 18.89183
H -12.07208 -16.42059 18.84977
H -11.04615 -16.99469 17.45206
H -10.25784 -16.52791 18.86962
H -7.53049 -20.75895 18.44685
H -6.32169 -19.54190 18.91993
H -7.42008 -18.99492 17.71873
O -18.19183 -22.00487 7.02628
S -18.09860 -23.39148 7.43978
O -16.80928 -24.00092 7.82810
O -19.25007 -23.72558 8.59999
C -18.72413 -24.09007 9.87692
C -19.52222 -25.27601 10.37189
C -18.94040 -24.44842 6.17706
H -18.75167 -23.24011 10.55875
H -17.71916 -24.51171 9.85801
H -19.56992 -26.01874 9.57553
H -20.53206 -24.92521 10.58465
H -19.05340 -25.86709 11.15860
H -18.73487 -24.06679 5.17696
H -20.01493 -24.40515 6.35487
H -18.60741 -25.46269 6.39722
O -6.74699 -24.17274 13.15657
S -6.63584 -24.08929 11.69241
O -7.77176 -24.05912 10.84485
O -5.63599 -22.76212 11.25044
C -5.87505 -22.15203 9.93311
C -4.92604 -20.89867 9.72774
C -5.53615 -25.57810 11.27970
H -6.93463 -21.90515 9.86636
H -5.49125 -22.88820 9.22682
H -4.78108 -20.78899 8.65301
H -3.98093 -21.25596 10.13665
H -5.27626 -20.01537 10.26180
H -5.47157 -26.20634 12.16810
H -4.54936 -25.22468 10.98064
H -5.99495 -26.14048 10.46648
O -14.41374 -21.50443 15.55096
S -13.86154 -22.76919 15.06465
O -14.60991 -23.84810 14.45672
O -12.64081 -22.40452 14.01982
C -12.47213 -21.15235 13.38108
C -13.58254 -20.88915 12.38228
C -12.66742 -23.53850 16.42589
H -11.45137 -21.05517 13.01136
H -12.42728 -20.40997 14.17792
H -14.54328 -20.64098 12.83338
H -13.74858 -21.72536 11.70310
H -13.34935 -20.06089 11.71317
H -11.93835 -24.20953 15.97171
H -13.36760 -24.11518 17.03029
H -12.23830 -22.71358 16.99464
```

---

Below is C12H33Al2B4NO4 as an isolated structure in a non-equilibrium geometry, with properties calculated with ωB97M-V with the def2-TZVPD basis set.

Computed properties:
- calculated total energy (eV) = -38522.3722
- spin multiplicity = 1
- highest occupied orbital energy (Eh) = -0.4939
- net charge = +2

```
56
C12H33Al2B4NO4, DFT ωB97M-V with the def2-TZVPD basis set
Al 0.64988 2.42155 3.13939
Al -3.12522 2.27226 0.01801
B -1.90458 0.95497 4.36381
H -1.85912 0.03167 5.07326
H -1.35360 1.90543 4.77528
H -1.44368 0.60994 3.26139
H -3.06734 1.18493 4.26617
B -0.10797 1.79678 0.23614
H -0.47873 1.19699 -0.70446
H 0.98421 1.43399 0.53538
H -0.01721 2.96225 -0.01415
H -0.90633 1.65902 1.07887
B -2.61042 0.63448 2.87364
H -1.56236 0.06606 3.02412
H -3.06376 0.17611 1.88352
H -3.40913 0.37899 3.68069
H -2.53291 1.82488 2.82152
B -1.56027 4.16687 1.78939
H -0.40861 4.44128 1.58264
H -2.07899 4.48211 0.77304
H -1.79359 3.05620 2.07712
H -1.96069 4.94493 2.57419
O 1.55706 -0.77786 2.10663
C 1.98275 -1.62521 1.37990
O 3.06095 -2.40912 1.60352
C 3.55738 -2.89957 0.36007
C 2.43608 -2.88070 -0.67426
C 1.41688 -1.93348 -0.00606
H 3.72097 -3.95511 0.58411
H 4.50435 -2.40599 0.15569
H 2.06770 -3.87846 -0.89211
H 2.87945 -2.45277 -1.57466
H 0.50903 -2.46005 0.31225
H 1.08613 -1.14527 -0.67536
O -2.41333 -0.52184 -0.52532
C -1.91202 -1.55300 -0.89378
O -1.01895 -1.56659 -1.89190
C -0.63294 -2.90263 -2.26234
C -1.34135 -3.84609 -1.29131
C -2.39011 -2.99520 -0.60743
H 0.45171 -2.92890 -2.19150
H -0.83313 -3.08028 -3.31945
H -0.50068 -4.19443 -0.69094
H -1.74403 -4.67324 -1.87064
H -2.45332 -3.22046 0.45412
H -3.36263 -3.09195 -1.08797
N 1.46786 1.82155 -2.79030
C 2.60101 1.08363 -3.06089
C 3.37708 1.79724 -3.99648
C 2.65487 2.91222 -4.34921
C 1.43233 2.87517 -3.60695
H 0.79854 1.42669 -2.13084
H 2.79815 0.13576 -2.58500
H 4.31322 1.55777 -4.47391
H 3.00223 3.70763 -4.98867
H 0.53717 3.47886 -3.62802
```